[1]
Density functional theory data (the ωB97M-V functional and the def2-TZVPD basis) for a cluster of 2 separate species, C3H10N3 in total in a non-equilibrium geometry.

largest force on an atom = 2.91 eV/Å
HOMO level = -14.725 eV
E_tot = -284.195442 Ha
frontier orbital gap = 10.50 eV
E_LUMO = -0.155 Ha

Structure (ORCA input):
```
! RIJCOSX wB97M-V def2-TZVPD def2/J DEFGRID3
* xyz 1 1
H -1.20537 -0.63991 2.93052
H -0.15181 1.90725 0.29587
H -1.55628 0.59481 1.94343
H -1.46245 0.77067 -0.07462
N -0.16454 -1.98426 -0.58345
H -0.20054 -2.75252 0.04755
H 2.43603 0.57810 -1.12593
C 0.16485 -0.85516 -0.63602
H 1.64670 -0.14753 -2.44388
N -0.59070 1.30859 -0.46406
C 1.55588 0.69165 -1.70049
H -1.37564 -1.06100 1.09229
H 0.05302 -0.11849 1.74069
N 0.39539 0.35268 -0.82096
H 1.45359 1.74015 -2.09041
C -0.99812 -0.38504 1.88945
*
```

Löwdin population analysis, charges in e, atoms 1 to 6: 0.05 0.14 0.05 0.13 0.34 0.13

[2]
Density functional theory data (the ωB97M-V functional and the def2-TZVPD basis) for a structure of composition C15H24F6N2O3PRhS3Sb.

largest force on an atom = 0.31 eV/Å
HOMO level = -12.421 eV
E_tot = -3407.176091 Ha
frontier orbital gap = 8.30 eV
E_LUMO = -0.151 Ha

Structure (ORCA input):
```
! RIJCOSX wB97M-V def2-TZVPD def2/J DEFGRID3
* xyz 1 1
Sb -0.55616 2.00014 -2.94262
H 2.15704 -2.46205 1.87365
H -3.71825 -0.55514 4.19146
C 4.11304 2.18635 2.91236
C -5.01840 1.12252 3.87126
C -3.37612 -4.21892 -2.67576
H 4.11388 1.24766 3.46462
S -0.65137 0.39458 1.90211
N -3.02060 -0.06819 -0.74017
C -3.85737 -0.03802 2.11994
H -3.15751 -3.18634 -2.95636
C -4.15881 0.11210 3.46309
C -4.19903 0.70903 -0.27122
H -3.57693 -4.76518 -3.59545
H -5.18228 -3.71039 0.26831
C -4.42894 0.81810 1.18104
C -4.33818 -3.58279 -0.40904
H 5.14584 2.46404 2.70016
H 3.77444 1.26785 0.97498
O 2.12734 -0.56303 2.70479
Rh -0.80395 0.05394 -0.36474
H -4.98709 -1.60981 -0.90796
H -3.44270 -3.94482 0.09581
H 3.81424 -2.32471 3.74503
H 2.61220 -3.57887 4.06661
H -5.46726 -3.91960 -2.20348
H -5.24472 1.24299 4.92231
C 2.76065 -2.50504 3.95323
H -2.97657 0.12206 -1.75020
H -2.47768 -4.64365 -2.22457
H 0.83610 -2.15100 3.02333
N -4.17006 -2.13684 -0.61561
H -4.77677 -5.35337 -1.48307
H -6.25772 2.76516 3.25931
F 1.27448 1.67534 -2.95388
C 1.89882 -1.99993 2.82643
C -4.56414 -4.31128 -1.72733
F -0.79218 0.05561 -2.51856
S -1.51831 -2.09901 -0.13940
C -3.04411 -1.49231 -0.52245
F -2.41068 2.02644 -2.61752
F -0.41263 3.84248 -3.04174
C -5.58992 1.97787 2.93796
H 3.66932 2.96357 3.53254
H -5.74741 2.47390 0.85192
F -0.40133 2.05521 -0.95883
P 1.35320 0.32488 1.66875
F -0.78684 1.63204 -4.74467
H 2.49697 -2.01854 4.89109
C 3.36148 2.05014 1.61441
O 1.94957 1.74346 1.88729
S 1.45952 -0.38686 -0.21709
C -5.30704 1.82201 1.59376
H 3.33177 2.97762 1.04923
O -4.87560 1.20730 -1.12004
H -3.18248 -0.83133 1.82829
*
```

Löwdin population analysis, charges in e, atoms 1 to 6: 1.45 0.10 0.11 -0.06 -0.05 -0.09